(1)
# C33H60BeBrN4OSSi4

A structure of composition C33H60BeBrN4OSSi4 (wB97M-V/def2-TZVPD, the OMol25 dataset).

```
105
Properties=species:S:1:pos:R:3:forces:R:3
Be 0.965773 -0.210013 0.351152 -0.148 -0.922 0.439
C 6.072921 0.264013 -1.854370 -0.041 0.099 0.173
C 5.873409 0.702245 -0.403565 0.067 -0.218 -0.071
N 4.818882 1.681639 -0.231489 -0.555 0.122 -0.093
C 5.147631 3.092513 -0.383626 -0.036 0.244 -0.140
C 4.900652 3.628808 -1.795648 0.030 -0.134 0.174
C 3.510235 1.316796 -0.083665 0.736 -0.694 0.062
S 3.146617 -0.354431 0.057965 -0.150 0.201 -0.163
N 2.659084 2.333069 -0.020393 -0.289 0.677 0.129
C 1.334845 2.259490 -0.018125 0.475 -0.886 -0.180
O 0.616987 1.227129 -0.202385 0.129 0.883 -0.164
C 0.646256 3.533725 0.252160 -0.534 0.688 0.151
C -0.695311 3.516681 0.640560 0.325 -0.300 -0.096
C -1.341356 4.695095 0.964372 -0.145 0.277 0.087
C -0.672891 5.909117 0.887361 0.035 -0.210 -0.031
C 0.658083 5.934373 0.486322 -0.086 0.223 0.021
C 1.314199 4.759834 0.178138 0.058 -0.309 -0.117
H 6.841276 -0.507988 -1.904055 0.006 -0.030 -0.030
H 6.381989 1.099081 -2.482217 0.007 -0.010 -0.039
H 5.139088 -0.144841 -2.237575 0.011 -0.026 -0.059
H 6.797284 1.127314 -0.003492 -0.055 0.022 0.019
H 5.608585 -0.170725 0.191068 0.119 0.038 0.060
H 6.195331 3.225551 -0.105372 -0.024 -0.063 0.029
H 4.528068 3.651505 0.316119 0.096 -0.010 0.024
H 5.619596 3.224241 -2.506943 -0.012 0.011 -0.046
H 4.976971 4.716661 -1.806152 0.019 0.027 -0.019
H 3.897229 3.345761 -2.108510 -0.027 0.068 -0.065
H -1.212726 2.562361 0.663511 -0.085 -0.012 -0.011
H -2.378449 4.673134 1.270635 -0.005 -0.052 -0.005
H -1.192460 6.827532 1.128939 0.022 0.024 0.005
H 1.178409 6.881167 0.410058 0.029 -0.010 -0.006
H 2.344980 4.767583 -0.146104 0.042 0.009 0.039
C -0.429750 -1.812869 5.703904 0.115 0.091 0.063
C 0.795884 -0.901817 5.624715 -0.127 -0.275 -0.040
N 0.787276 -0.033439 4.458055 0.164 0.106 0.002
C 0.425036 1.359927 4.679712 -0.194 0.069 0.062
C -1.025350 1.572202 5.100167 0.158 -0.025 -0.103
C 1.068488 -0.518375 3.217351 -0.086 -0.010 0.096
C 1.818352 -1.815590 3.117261 0.028 0.058 -0.065
N 0.757650 0.088597 2.126048 -0.007 0.143 -0.504
H -0.346738 -2.460903 6.577595 -0.047 -0.040 0.014
H -0.502570 -2.440093 4.816734 -0.027 -0.027 -0.020
H -1.350386 -1.236864 5.778750 -0.025 0.013 -0.020
H 1.695754 -1.518869 5.620483 0.032 0.073 0.062
H 0.839972 -0.269652 6.513272 0.062 0.049 -0.053
H 0.627699 1.926066 3.771691 0.094 -0.001 0.044
H 1.095723 1.754215 5.451748 0.001 -0.014 -0.034
H -1.701741 1.148016 4.360848 -0.067 0.012 0.034
H -1.231727 2.639046 5.185418 -0.025 0.026 0.016
H -1.222226 1.107995 6.066776 -0.057 -0.012 0.019
H 2.664780 -1.837637 3.802465 0.001 0.023 0.029
H 2.185284 -1.902219 2.101688 0.003 -0.104 -0.053
H 1.177032 -2.673043 3.314477 -0.037 0.002 0.035
H 0.202132 0.930229 2.239880 -0.117 -0.094 0.123
C -3.435255 -0.492489 3.156584 0.027 0.022 -0.203
Si -4.065190 0.713579 1.802011 -0.520 -0.098 0.480
C -5.971428 0.593581 2.009072 0.213 -0.030 -0.236
C -3.701186 2.441641 2.545966 0.187 -0.081 -0.347
Si -2.941254 0.125810 -0.151438 0.402 0.191 0.246
Si -3.988528 -1.875833 -0.753978 -0.506 -0.399 -0.264
C -2.952861 -2.887302 -1.988767 0.071 0.250 0.124
C -4.282167 -3.058487 0.717260 0.189 0.288 0.052
C -5.720556 -1.758840 -1.575407 0.206 0.166 0.116
Si -3.349439 1.480776 -2.012812 -0.550 0.078 -0.598
C -2.432454 3.144175 -2.195161 0.080 -0.202 0.377
C -5.164660 1.940637 -2.430866 0.187 -0.096 0.117
C -2.718581 0.515153 -3.535187 -0.014 -0.017 0.232
H -3.714018 -0.184655 4.168493 -0.065 0.091 0.026
H -2.347012 -0.585334 3.106280 0.057 -0.022 0.006
H -3.846898 -1.488957 2.990377 -0.001 -0.047 -0.019
H -6.307931 0.801996 3.028459 0.087 0.018 0.083
H -6.308276 -0.410668 1.742431 -0.041 -0.037 -0.027
H -6.476363 1.292608 1.339074 -0.025 0.023 -0.050
H -4.139767 2.566351 3.538370 -0.080 -0.124 0.044
H -4.110403 3.223248 1.901967 -0.025 0.059 -0.030
H -2.626858 2.617084 2.632885 0.043 0.048 0.007
H -2.020268 -3.203633 -1.520804 0.058 -0.013 0.015
H -2.684614 -2.281608 -2.854983 0.020 0.012 -0.045
H -3.472480 -3.777674 -2.350821 -0.123 -0.025 0.077
H -3.369606 -3.149114 1.309368 0.032 -0.035 0.056
H -4.567331 -4.060755 0.391633 -0.023 -0.007 -0.157
H -5.068701 -2.681748 1.374558 -0.039 0.023 0.027
H -5.639469 -1.302493 -2.564436 -0.008 0.023 -0.047
H -6.380917 -1.125789 -0.979023 -0.028 0.041 0.022
H -6.206029 -2.730982 -1.695274 0.091 -0.113 0.016
H -2.776162 3.887841 -1.474750 -0.008 0.064 0.041
H -2.563375 3.559026 -3.197024 -0.120 -0.091 -0.063
H -1.363232 2.999903 -2.031614 0.080 0.035 0.002
H -5.589623 2.560522 -1.638336 -0.024 0.030 0.050
H -5.775071 1.039351 -2.498886 -0.030 -0.033 0.027
H -5.261974 2.486391 -3.373654 0.088 0.040 -0.058
H -1.713167 0.140247 -3.332432 0.042 -0.066 -0.017
H -2.670313 1.136340 -4.432565 -0.060 0.117 0.009
H -3.355238 -0.342716 -3.755957 -0.021 -0.047 -0.001
Br -0.014556 -6.541873 -0.521109 -0.038 0.153 -0.022
C 0.078555 -4.630209 -0.394645 0.040 -0.185 -0.027
C -0.487687 -3.994423 0.693548 -0.068 -0.026 0.064
C -0.346767 -2.617571 0.803519 -0.040 0.112 -0.020
C 0.361213 -1.831869 -0.117042 0.381 0.087 0.130
C 0.854958 -2.536154 -1.223722 -0.010 0.145 -0.004
C 0.726251 -3.911967 -1.379654 -0.048 -0.075 -0.078
H -1.025561 -4.564025 1.441486 -0.014 -0.004 -0.011
H -0.817152 -2.127614 1.651933 -0.011 -0.011 0.060
H 1.377154 -1.993398 -2.006267 0.099 -0.009 0.020
H 1.130692 -4.416123 -2.248074 0.011 -0.007 0.010
```
Positions in Å, forces in eV/Å.

## Properties
- Net charge: -1

---

(2)
# C33H60Cl40FN2

A cluster of 21 separate species, C33H60Cl40FN2 in total (wB97M-V/def2-TZVPD, the OMol25 dataset).

```
136
Properties=species:S:1:pos:R:3:forces:R:3
F -1.714602 3.520533 -2.537175 0.125 0.208 0.075
C -2.376176 2.359936 -2.179026 -0.476 -0.731 -0.029
C -1.431438 1.171392 -2.137974 0.073 0.524 -0.210
C -0.182338 1.482768 -1.299516 -0.237 -0.172 -0.358
C 1.039817 0.608309 -1.609690 -0.273 0.147 0.038
C 1.707109 0.976475 -2.933104 0.585 -0.099 0.071
C 1.201846 1.897809 -3.846249 0.037 0.049 -0.031
C 1.841312 2.147928 -5.061310 0.157 -0.588 0.325
C 3.012024 1.467623 -5.381625 -0.547 0.254 0.246
C 3.536006 0.557820 -4.466374 0.081 0.040 -0.237
C 2.896348 0.307199 -3.258778 -0.129 0.356 -0.561
C 0.552985 -0.871734 -1.746799 0.341 0.405 -0.322
N 1.508059 -1.879049 -1.176536 -0.465 -0.396 0.524
C 2.076038 -1.520178 0.175455 0.213 0.359 0.445
C 1.626874 -0.122300 0.590658 0.406 -0.248 -0.297
N 1.985097 0.806100 -0.493737 -0.342 -0.671 0.411
H -2.880572 2.476734 -1.218350 0.194 0.415 0.128
H -3.148706 2.189111 -2.924921 -0.133 -0.017 -0.094
H -1.197632 0.909121 -3.169759 0.204 -0.072 -0.044
H -1.998863 0.336301 -1.726776 -0.052 -0.073 0.058
H 0.130384 2.514084 -1.436904 -0.035 0.101 -0.034
H -0.465844 1.389256 -0.251732 0.184 -0.066 0.156
H 0.294134 2.445585 -3.643646 -0.036 0.049 0.106
H 1.391319 2.846874 -5.753673 0.282 -0.279 -0.061
H 3.466375 1.668877 -6.340960 0.255 -0.148 0.038
H 4.455349 0.042607 -4.713339 0.024 -0.071 0.081
H 3.358277 -0.419243 -2.599189 -0.026 0.047 0.128
H 0.467577 -1.082170 -2.804875 -0.060 -0.218 -0.078
H -0.426209 -1.055261 -1.319310 0.103 -0.001 0.400
H 2.248914 -2.126693 -1.835654 0.025 0.201 -0.093
H 0.977815 -2.748655 -1.055853 0.074 -0.080 -0.169
H 1.820392 -2.269831 0.921149 -0.223 -0.219 -0.199
H 3.159691 -1.514453 0.076480 0.083 -0.077 -0.012
H 0.561808 -0.089239 0.803062 -0.093 0.061 0.014
H 2.142216 0.115117 1.518502 0.070 0.153 0.036
H 2.919088 0.510516 -0.761937 0.079 0.516 -0.291
C -3.427018 2.628727 -5.999761 -0.005 0.074 -0.024
Cl -2.032899 1.624047 -6.398784 0.087 -0.054 0.076
Cl -4.750524 1.663258 -5.317925 -0.009 0.048 0.055
H -3.124786 3.374091 -5.273456 0.019 -0.054 0.056
H -3.780925 3.108423 -6.903934 -0.014 -0.064 -0.035
C -2.293625 4.406430 2.915997 -0.002 -0.006 -0.033
Cl -0.712414 5.200610 2.956312 0.020 -0.018 -0.081
Cl -2.872281 4.027575 4.536807 -0.023 -0.014 -0.066
H -3.004932 5.068322 2.435952 0.036 0.085 0.069
H -2.201125 3.484111 2.354935 0.088 -0.042 0.057
C 0.985000 1.684759 4.528326 0.152 0.099 0.163
Cl -0.525089 1.348788 3.665035 -0.050 -0.043 -0.106
Cl 1.543531 0.263936 5.416273 0.019 0.192 -0.179
H 1.742835 1.972345 3.808853 -0.038 -0.045 -0.052
H 0.810848 2.491883 5.231773 -0.085 -0.029 0.009
C 1.049603 -3.725577 6.022312 -0.070 -0.045 0.093
Cl 0.050963 -3.323010 4.617752 0.055 -0.083 0.051
Cl 2.490062 -2.707846 6.110402 0.126 -0.158 0.137
H 0.464747 -3.576163 6.922609 -0.009 0.114 -0.029
H 1.360332 -4.760279 5.941535 0.039 0.021 -0.065
C -0.182268 -3.797552 -4.217740 -0.035 0.189 -0.160
Cl 1.481692 -3.210231 -4.309415 0.077 -0.086 -0.114
Cl -0.825934 -3.578776 -2.579569 -0.490 -0.312 -0.197
H -0.788735 -3.219055 -4.907294 0.018 0.058 0.044
H -0.219887 -4.848062 -4.479615 0.126 -0.001 0.143
C 0.216810 -5.379114 1.245690 -0.037 -0.062 0.174
Cl 1.026190 -5.305343 -0.327012 0.159 0.083 0.041
Cl -0.875321 -4.007267 1.469327 0.062 0.114 -0.064
H -0.356246 -6.297142 1.300192 -0.049 0.019 -0.084
H 0.968252 -5.359472 2.026877 0.020 0.096 -0.012
C 5.619104 -2.650892 2.065343 0.111 -0.190 0.041
Cl 4.599655 -1.924773 3.311749 -0.076 0.051 -0.171
Cl 5.923952 -1.566177 0.696302 -0.061 0.097 -0.028
H 6.570893 -2.907768 2.516352 -0.152 0.148 -0.136
H 5.128096 -3.540637 1.691716 -0.068 0.062 -0.045
C -0.693939 6.226880 -5.797944 0.131 0.040 0.021
Cl -2.236271 5.914047 -6.613097 -0.011 0.010 -0.033
Cl 0.228070 4.746439 -5.505352 -0.593 0.454 0.086
H -0.100989 6.880209 -6.426880 0.019 -0.041 -0.041
H -0.895899 6.706903 -4.848523 -0.069 -0.054 0.016
C -3.201526 -5.333131 -5.468952 -0.073 0.054 0.035
Cl -3.191503 -4.478087 -7.012576 0.007 0.044 0.042
Cl -1.938082 -6.573120 -5.396573 -0.057 -0.086 0.038
H -3.030319 -4.616308 -4.672872 0.035 -0.015 0.001
H -4.163788 -5.813148 -5.337709 0.024 -0.058 -0.065
C 0.357301 4.983552 -9.442838 -0.026 0.059 -0.017
Cl 0.057044 3.437620 -8.642232 -0.078 -0.098 -0.189
Cl 1.994550 5.574805 -9.134152 -0.019 0.051 0.011
H 0.226611 4.854339 -10.510502 0.075 -0.054 0.002
H -0.352294 5.710413 -9.062800 0.015 -0.027 0.069
C -1.339523 0.613548 8.116648 -0.093 0.085 0.079
Cl 0.200675 1.043316 8.867653 0.005 0.036 0.097
Cl -1.280622 -0.998253 7.389280 -0.130 -0.091 -0.053
H -2.124291 0.630463 8.875748 0.538 -0.070 -0.359
H -1.552360 1.336336 7.336115 0.099 -0.049 -0.066
C -7.587766 0.145781 -7.438113 0.052 0.000 -0.022
Cl -8.727892 -0.174819 -6.124645 0.044 -0.034 0.044
Cl -8.336325 1.060714 -8.750491 0.044 -0.002 -0.023
H -6.762005 0.722659 -7.040764 -0.041 0.051 0.005
H -7.235487 -0.800751 -7.830686 -0.087 -0.018 -0.018
C -5.646090 3.331996 7.516290 -0.075 0.014 -0.022
Cl -5.832963 4.579772 6.285302 -0.132 0.040 0.073
Cl -4.221825 2.324010 7.209994 -0.070 0.066 -0.069
H -5.534472 3.813809 8.480394 0.067 0.036 -0.024
H -6.524873 2.698103 7.514535 0.033 -0.036 -0.081
C -4.630599 -3.951639 0.737549 -0.051 0.014 0.099
Cl -4.792138 -5.336025 1.818199 -0.004 0.033 0.016
Cl -3.605609 -4.328095 -0.656970 -0.085 0.054 -0.157
H -5.613230 -3.670198 0.378367 0.001 -0.077 -0.049
H -4.180785 -3.131713 1.285750 0.077 -0.051 0.005
C -0.056134 -9.253138 -0.078357 -0.019 -0.043 -0.101
Cl 1.620060 -8.698654 -0.180329 0.003 -0.127 -0.006
Cl -0.729619 -9.022948 1.541530 -0.041 0.000 -0.013
H -0.652549 -8.688027 -0.785581 0.019 0.065 0.045
H -0.087693 -10.308845 -0.319217 0.046 -0.015 0.080
C 2.869143 3.886349 9.180118 0.007 -0.093 0.069
Cl 1.815781 4.324984 7.829350 -0.060 0.011 -0.060
Cl 4.313257 4.900437 9.243692 0.008 -0.030 0.029
H 2.315215 4.009616 10.103138 -0.020 0.083 -0.028
H 3.173931 2.853423 9.058857 0.023 0.020 -0.076
C 6.615356 -3.397228 6.082130 -0.130 0.022 0.106
Cl 6.733446 -5.001022 6.806338 -0.032 0.028 0.004
Cl 7.600444 -3.266094 4.613738 0.235 -0.027 0.282
H 5.580874 -3.206652 5.819897 0.014 -0.056 -0.075
H 6.965991 -2.662153 6.796692 0.103 -0.033 -0.024
C 5.606694 -3.938449 -2.104625 0.301 -0.177 0.031
Cl 4.640741 -4.554455 -0.759319 -0.144 -0.014 -0.084
Cl 4.672199 -2.902698 -3.186772 -0.065 0.139 0.018
H 6.437993 -3.365476 -1.710890 -0.089 0.070 0.080
H 5.966944 -4.788517 -2.671802 -0.074 0.003 -0.045
C 2.256279 7.464270 -3.386653 0.074 -0.025 0.093
Cl 1.514823 8.652397 -4.470774 -0.017 0.012 0.032
Cl 2.944659 6.099080 -4.268732 0.261 0.104 0.121
H 3.048087 7.955126 -2.833650 0.022 0.030 -0.070
H 1.498578 7.092615 -2.707387 -0.067 -0.026 -0.058
C -3.917698 2.488603 10.961430 0.014 0.078 0.048
Cl -2.384479 2.860590 11.748692 -0.011 0.041 -0.012
Cl -3.901384 0.881607 10.221438 -0.474 -0.108 0.496
H -4.709262 2.519985 11.700802 0.035 -0.083 0.032
H -4.095492 3.223410 10.184643 0.099 -0.031 -0.057
```
Positions in Å, forces in eV/Å.

## Properties
- Net charge: +1

---

Number 1: largest force on an atom 1.03 eV Å⁻¹, HOMO-LUMO gap 4.864 eV. Number 2: largest force on an atom 0.87 eV Å⁻¹, HOMO-LUMO gap 9.668 eV.